Entry from the Open Molecules 2025 dataset: a single C2H4N2OS2 molecule at a distorted geometry (ωB97M-V with the def2-TZVPD basis set).

```
11
Properties=species:S:1:pos:R:3
C 0.11137 -0.74737 -0.00287
C 1.31236 -0.21639 -0.65765
N -1.00764 -0.23954 -0.74516
N -1.79663 0.51484 -0.26550
O -1.61617 2.37173 1.30392
S 0.05066 -0.34492 1.76387
S -1.93826 1.01107 1.37917
H 0.01901 -1.89707 -0.10982
H 1.58425 0.82842 -0.46570
H 1.11107 -0.25305 -1.70377
H 2.16997 -1.02771 -0.49649
```

The frontier orbital gap is 8.585 eV. The value obtained for the HOMO energy is -9.393 eV.

=====

Entry from the Open Molecules 2025 dataset: a molecular structure, C2H4N2OS2 at a distorted geometry (ωB97M-V with the def2-TZVPD basis set).

```
11
Properties=species:S:1:pos:R:3
C -1.54813 -0.16316 0.20074
C 1.74189 0.22828 0.19861
H -3.34426 0.34251 -1.04879
H -3.21356 -1.23884 -0.01552
H -0.71409 0.60018 -1.56185
H 2.68607 0.59356 0.55024
N -2.57511 -0.69602 -0.60669
N -0.79595 0.77104 -0.56575
O -1.36177 -0.43630 1.35993
S 0.67520 1.51852 0.03457
S 1.69448 -1.37620 -0.22161
```

The frontier orbital gap is 8.536 eV. The value obtained for the HOMO energy is -8.828 eV.

=====

Entry from the Open Molecules 2025 dataset: a single C2H4N2OS2 molecule at a distorted geometry (ωB97M-V with the def2-TZVPD basis set).

```
11
Properties=species:S:1:pos:R:3
C -1.21573 -1.55267 -0.94040
C 0.49481 1.08378 -0.67633
H 0.49114 -2.69467 1.83379
H -1.59190 -2.05071 -1.84404
H -1.36202 1.05057 0.52902
H 0.75886 0.36830 -1.44115
N -0.47791 -2.04751 -0.10711
N -0.65723 0.61282 -0.16070
O -1.54456 -0.20208 -1.05927
S 0.45239 -1.36922 1.26032
S 1.19335 2.48167 0.05040
```

As for the structure (SMILES): S=CNO/C=N\S. The frontier orbital gap is 8.786 eV. The value obtained for the HOMO energy is -8.916 eV.

=====

Entry from the Open Molecules 2025 dataset: a single C2H4N2OS2 molecule at a distorted geometry (ωB97M-V with the def2-TZVPD basis set).

```
11
Properties=species:S:1:pos:R:3
C -2.23853 0.72151 0.33639
C -0.12892 0.93634 -0.75972
N -1.26361 1.50636 -0.24063
N 0.25263 -0.32046 -0.28026
O -4.44627 -0.31964 0.55160
S 0.18522 2.36810 0.43598
S -3.39847 -0.15162 -0.42241
H -2.58798 0.92854 1.26585
H 0.10048 1.24492 -1.79100
H 0.12804 -0.24848 0.68967
H 1.21750 -0.63059 -0.40790
```

The frontier orbital gap (spin up / spin down) is 8.138 / 8.140 eV. The value obtained for the HOMO energy (spin up / spin down) is -8.276 / -8.277 eV.

=====

Entry from the Open Molecules 2025 dataset: 2 unconnected molecules or ions with the total composition C2H4N2S at a distorted geometry (ωB97M-V with the def2-TZVPD basis set).

```
9
Properties=species:S:1:pos:R:3
C -0.14924 -1.60476 -1.20686
C 0.13553 0.86129 0.32647
N -0.25972 -1.58351 0.01306
N 0.06917 1.17228 1.56494
S 0.24971 1.47966 -1.13017
H 0.01208 -2.28179 -1.94523
H 0.19940 -0.54949 -1.57772
H -0.41484 0.39241 1.94521
H 0.15789 2.11391 2.01029
```

The frontier orbital gap (spin up / spin down) is 8.317 / 7.904 eV. The value obtained for the HOMO energy (spin up / spin down) is -8.424 / -7.737 eV.

=====

Entry from the Open Molecules 2025 dataset: a single C2H4N2S molecule at a distorted geometry (ωB97M-V with the def2-TZVPD basis set).

```
9
Properties=species:S:1:pos:R:3
C -0.34243 -0.02034 -0.03636
C 1.01197 -0.62856 -0.03171
H -1.44305 1.62779 -0.23912
H 0.35470 1.79877 0.19799
H -0.79223 -1.70190 -0.15086
H 0.69796 -1.71423 0.36585
N -0.49385 1.29669 0.00290
N -1.41888 -0.74243 -0.05453
S 2.42579 0.08421 -0.05417
```

As for the structure (SMILES): [H]/N=C(/N)C=S. The frontier orbital gap is 8.214 eV. The value obtained for the HOMO energy is -9.442 eV.

=====

Entry from the Open Molecules 2025 dataset: a single C2H4N2S molecule at a distorted geometry (ωB97M-V with the def2-TZVPD basis set).

```
9
Properties=species:S:1:pos:R:3
C 0.81000 0.54178 1.28003
C -0.47263 -0.88234 -0.97927
H 1.11871 1.14918 2.20789
H 1.18650 -0.47962 1.27197
H -1.02538 1.05676 -1.07939
H 0.23516 -1.47959 -0.46230
N 0.04186 1.14326 0.45948
N -0.50263 0.39119 -0.54832
S -1.39160 -1.44062 -2.15010
```

As for the structure (SMILES): C=NNC=S. The frontier orbital gap is 8.694 eV. The value obtained for the HOMO energy is -8.839 eV.

=====

Entry from the Open Molecules 2025 dataset: a single C2H4N2S molecule at a distorted geometry (ωB97M-V with the def2-TZVPD basis set).

```
9
Properties=species:S:1:pos:R:3
C -0.89428 1.53636 0.25568
C 0.66800 -0.37349 0.04299
N -0.55252 0.49696 -0.33483
N 0.38083 -1.56067 -0.57871
S 1.87481 0.18679 0.93255
H -1.66523 1.92857 -0.26409
H -0.32292 1.88754 1.05537
H -0.55768 -1.85178 -0.75375
H 1.06900 -2.25028 -0.35520
```

As for the structure (SMILES): C=NC(N)=S. The frontier orbital gap is 8.889 eV. The value obtained for the HOMO energy is -8.704 eV.

=====

Entry from the Open Molecules 2025 dataset: a molecular structure, C2H4N2S2 at a distorted geometry (ωB97M-V with the def2-TZVPD basis set).

```
10
Properties=species:S:1:pos:R:3
C 0.00765 -2.14544 -0.06042
C 0.68832 0.15169 0.55906
N -0.87471 -1.26082 -0.32170
N -0.59961 -0.02390 0.09600
S -1.66649 1.15077 0.09566
S 1.44186 -1.38908 0.63288
H -0.06363 -3.18622 -0.20957
H 0.15826 3.24982 -1.02116
H -0.01679 2.49035 -1.01186
H 0.92515 0.96283 1.24112
```

The frontier orbital gap (spin up / spin down) is 7.297 / 7.292 eV. The value obtained for the HOMO energy (spin up / spin down) is -7.814 / -7.812 eV.

=====

Entry from the Open Molecules 2025 dataset: a single C2H4N2S2 molecule at a distorted geometry (ωB97M-V with the def2-TZVPD basis set).

```
10
Properties=species:S:1:pos:R:3
C 0.48075 0.15808 -1.12058
C 0.01131 -0.07349 0.24099
H 2.34617 0.36700 -0.50976
H 2.28723 0.89467 -2.14159
H -0.35227 -0.24088 -3.02395
H -1.60877 -0.12712 1.76309
N 1.86855 0.23899 -1.39401
N -0.60475 -0.03390 -1.95363
S -1.80777 0.17048 0.53574
S 0.90331 -0.34778 1.50321
```

As for the structure (SMILES): [H]/N=C(\N)C(=S)S. The frontier orbital gap is 8.042 eV. The value obtained for the HOMO energy is -9.008 eV.

=====

Entry from the Open Molecules 2025 dataset: a single C2H4N2S2 molecule at a distorted geometry (ωB97M-V with the def2-TZVPD basis set).

```
10
Properties=species:S:1:pos:R:3
C -0.95468 -0.09356 -0.27229
C 1.26459 1.01799 0.33236
H -2.44216 -1.37934 -0.10194
H -0.10344 -2.03866 -0.32060
H 1.94497 1.81827 -0.05098
H 1.09986 1.07058 1.35275
N -2.22470 -0.41791 -0.07747
N 0.01821 -0.97072 -0.02905
S 1.68369 -0.53024 -0.40256
S -0.28633 1.52359 -0.43022
```

As for the structure (SMILES): [H]/N=C1\NSCS1. The frontier orbital gap is 8.879 eV. The value obtained for the HOMO energy is -8.639 eV.

=====

Entry from the Open Molecules 2025 dataset: a single C2H4N2S2 molecule at a distorted geometry (ωB97M-V with the def2-TZVPD basis set).

```
10
Properties=species:S:1:pos:R:3
C -1.21632 -0.77439 0.00651
C 1.25123 -0.73460 0.08254
H -0.95178 1.62711 -0.04111
H 0.62044 1.88963 -0.47680
H -1.09980 -1.86009 -0.09726
H 1.08258 -1.78364 0.41150
N 0.08801 1.39600 0.25617
N 0.03843 -0.00589 0.23773
S -2.46689 0.13308 -0.18160
S 2.65409 0.11279 -0.19769
```

As for the structure (SMILES): NN(C=S)C=S. The frontier orbital gap is 8.021 eV. The value obtained for the HOMO energy is -8.849 eV.